Run P
13
Properties=species:S:1:pos:R:3:nbo_charge:R:1 method="wB97M-V/def2-TZVPD" orbital_gap_ev=10.80 molar_mass_da=76.1 e_lumo_ev=0.81 charge=0
C 0.904 -1.060 -1.248 -0.30
C -0.018 -0.436 0.930 -0.09
C 0.089 1.049 0.767 -0.09
H 0.683 -2.227 -1.880 0.21
H 0.954 -0.124 -2.170 0.19
H 2.061 -1.053 -0.551 0.18
H -0.953 -0.604 1.358 0.20
H 0.891 -0.950 1.434 0.18
H 1.081 1.399 0.322 0.16
H 0.050 1.504 1.768 0.19
H -1.125 1.102 -0.739 0.47
O -0.197 -1.110 -0.348 -0.58
O -0.990 1.565 0.070 -0.71

Run Q
13
Properties=species:S:1:pos:R:3:nbo_charge:R:1 method="wB97M-V/def2-TZVPD" orbital_gap_ev=10.35 molar_mass_da=76.1 smiles="C=CCO.O" e_lumo_ev=0.54 charge=0
C 2.017 -1.498 1.452 -0.36
C 1.852 -0.650 0.436 -0.20
C 0.789 -0.472 -0.581 -0.11
O -0.486 -0.048 -0.016 -0.72
H 2.985 -1.898 1.751 0.20
H 1.257 -2.191 1.792 0.19
H 2.766 -0.099 0.214 0.19
H 0.673 -1.188 -1.388 0.19
H 1.102 0.447 -1.113 0.16
H -0.776 0.701 -0.533 0.47
O -4.225 1.939 -0.588 -0.92
H -3.622 2.179 -1.282 0.46
H -4.332 2.778 -0.144 0.46

Run R
13
Properties=species:S:1:pos:R:3:nbo_charge:R:1 method="wB97M-V/def2-TZVPD" orbital_gap_ev=10.70 molar_mass_da=76.1 smiles="CC=O.CO" e_lumo_ev=0.80 charge=0
C 1.975 -0.979 -0.943 -0.73
C 2.972 -1.745 -0.117 0.44
O 3.354 -2.845 -0.422 -0.52
H 1.532 -0.177 -0.369 0.22
H 1.306 -1.735 -1.328 0.24
H 2.379 -0.498 -1.838 0.24
H 3.287 -1.336 0.855 0.11
C -3.468 2.295 1.360 -0.25
O -3.547 2.450 -0.054 -0.72
H -2.466 2.488 1.672 0.18
H -4.119 3.064 1.791 0.16
H -3.752 1.293 1.673 0.16
H -4.483 2.383 -0.293 0.46

The energy of each structure relative to the most stable one, in kJ/mol, is as follows: run P 200.8; run Q 84.0; run R 0.0.